(1)
C58H42AsIN3PSTc as an isolated structure. Source: OMol25; level of theory: ωB97M-V/def2-TZVPD.

Values from the calculation:
**LUMO energy (alpha / beta)**: -0.205 / -0.253 hartree
**2S+1**: 4
**Highest occupied orbital energy (alpha / beta)**: -12.303 / -12.284 eV
**HOMO-LUMO gap (alpha / beta)**: 6.73 / 5.40 eV
**Energy above the lowest of the compared OMol25 structures with the same formula, charge and spin**: 2.236 eV
**Strongest force on any atom**: 0.09320 Eh/bohr
**Total charge**: +2

Each line ends with the Mulliken spin population.
Element x y z (Å)
C -0.22509 3.93741 2.32981  -0.02
H 2.61919 -2.94912 0.78633  0.02
H -4.52483 3.94883 0.19780  0.00
C -0.27053 -1.54630 5.15560  0.00
C -0.40658 -4.77481 -6.03851  0.00
H 1.04446 3.79300 -0.30215  0.00
C 0.84139 1.48674 3.48356  0.00
H -2.76493 -0.38022 3.03904  0.00
C 0.58194 -0.42724 5.65597  0.00
H -2.35986 -1.33591 5.39708  0.00
H -4.97764 0.90467 -3.40603  0.00
C 1.33648 0.48153 -1.61141  -0.03
H -0.96087 -5.54674 -6.58965  0.00
C 3.82186 -0.55591 -2.00556  -0.02
H -3.99930 -6.15296 -1.22081  0.00
C 1.74567 0.45989 3.49967  0.02
H -2.79643 7.64705 1.31172  0.00
C 4.39638 3.83469 -0.26611  0.00
C 1.85892 -0.35457 -0.61056  0.00
C 2.03542 3.63557 0.02275  0.00
N 0.07402 1.02867 -1.36760  -0.12
H -0.10356 -6.64815 0.49184  0.00
C -0.55422 1.68014 -2.26219  0.08
H 2.51398 -1.15271 4.83224  0.00
H 1.79863 1.69086 -4.78533  0.00
C -3.69420 5.84241 0.67477  0.00
H -0.37466 -2.40231 5.86398  0.00
C -2.98417 -5.80878 -1.13752  0.00
C 0.01398 1.80202 4.73166  0.01
H 2.41642 0.32056 2.63480  0.01
H -0.32253 2.82790 4.72502  0.00
H 0.79362 -4.63114 -0.65489  0.00
H 2.85298 4.72045 -1.52433  0.00
C 0.67045 -1.85700 3.92758  -0.03
C 3.28701 0.21902 -3.00158  0.05
C -4.18799 0.18398 -3.26834  0.00
H -1.84556 -1.71534 -4.80057  0.00
H 5.50696 2.63914 1.15291  0.00
C -0.09070 -3.24328 -4.20525  0.00
C -0.84985 -4.30153 -4.79802  0.00
C 0.96851 -2.64031 -4.85012  0.00
H 0.99607 6.65991 4.00485  0.00
H 0.96750 -3.97057 4.58082  0.00
N -0.77929 -0.69287 2.39973  -0.05
H 3.86959 0.35436 -3.90856  0.00
C 0.01867 1.90038 -3.55578  -0.01
C -0.80172 -6.02227 -0.07526  0.00
C 1.99567 0.71101 -2.81267  -0.03
H -0.50684 2.53630 -4.37281  0.00
C 3.15385 -0.83166 -0.76068  0.08
H 4.80547 -0.96175 -2.23209  0.00
C -2.35781 -1.17689 -4.04562  0.00
C 0.36912 6.06096 3.41154  0.00
H 2.43090 -4.58686 2.55773  0.00
H -1.60619 1.94344 -2.02769  -0.01
H -2.46758 -7.39338 0.14418  0.00
C 3.42598 2.52857 1.56671  0.01
C 1.63102 -0.68002 4.50372  0.01
H -3.62380 -0.16892 -5.33767  0.00
C -3.65131 4.45459 0.67411  -0.01
C -1.45679 4.44180 1.70913  0.01
C 1.22605 -1.62046 1.44150  -0.05
C -0.31149 -4.86624 -0.71451  0.00
C 1.32637 -3.25772 3.84014  0.11
H 5.19326 3.99347 -0.99526  0.00
C 0.53634 4.66536 3.23997  0.00
C -0.63427 6.65212 2.65905  0.00
C 0.22524 -1.39490 2.59616  -0.04
C 0.65694 -4.20763 -6.71101  0.00
H -1.66600 -4.73047 -4.27793  0.00
C -0.04445 0.98205 5.74143  0.00
H 3.64783 1.90843 2.46111  0.00
C -2.59225 3.74442 1.17722  -0.01
C -1.60935 -1.24245 4.63266  -0.01
H 2.22579 -2.76268 -6.76520  0.00
C -2.69872 6.53483 1.28450  0.00
As -0.40560 -2.55953 -2.38819  -0.01
H 0.89291 -0.69815 6.67206  0.00
I -2.93476 1.75450 1.07268  0.00
C -3.95078 -0.24094 -1.97570  0.02
H -3.16216 -4.10052 -2.41001  0.00
N 1.01279 -0.77614 0.39538  0.03
C -1.79362 -0.72750 3.40134  0.04
C 2.07557 -2.68067 1.61204  0.15
P 0.50321 2.33185 1.91365  0.01
C -2.06942 -6.42458 -0.25189  0.00
C 1.31774 -3.14201 -6.18261  0.00
C -1.95631 -1.44472 -2.72335  -0.02
C 1.28429 1.46055 -3.81873  0.03
H -4.49190 6.35944 0.14260  0.00
H -0.49874 1.18719 6.71744  0.00
H 3.60458 -1.36418 0.01549  0.01
H -4.43689 0.22861 -1.15001  0.00
C 2.12225 2.82093 1.13382  0.01
H -0.85382 7.70322 2.73163  0.00
C -2.50185 -4.64732 -1.76914  0.00
C 4.53171 2.99864 0.84888  0.00
C -1.59134 5.87010 1.87771  0.00
S -2.30952 -1.21841 0.00670  0.15
C -2.78953 -0.94429 -1.71140  0.05
C 2.00013 -3.59008 2.75014  -0.05
H 0.93108 -4.55976 -7.67925  0.00
C 3.10927 4.13103 -0.64918  0.00
C -1.17746 -4.18458 -1.62188  0.01
H 1.25838 4.17077 3.88209  0.00
C -3.40764 -0.30354 -4.26739  0.01
Tc -0.69491 0.37685 0.55455  2.58
H 1.60376 -1.95121 -4.37062  0.00

***

(2)
An isolated ion of composition C5H8N2 and charge +1. Source: OMol25; level of theory: ωB97M-V/def2-TZVPD.

Values from the calculation:
**LUMO energy (alpha / beta)**: -0.286 / -0.284 hartree
**2S+1**: 2
**Highest occupied orbital energy (alpha / beta)**: -13.868 / -14.403 eV
**HOMO-LUMO gap (alpha / beta)**: 6.08 / 6.67 eV
**Energy above the lowest of the compared OMol25 structures with the same formula, charge and spin**: 4.525 eV
**Strongest force on any atom**: 0.07887 Eh/bohr
**Total charge**: +1

Each line ends with the Mulliken spin population.
Element x y z (Å)
C -1.09940 0.20249 -1.22882  0.02
C 0.25985 0.56961 -1.72954  -0.03
H 1.72259 -0.39934 0.41553  0.01
H 1.55655 -2.26636 2.11781  -0.01
N -0.31469 2.03559 0.01438  0.04
C -0.14405 0.70858 -0.11600  0.05
H 0.33512 1.57143 -2.16717  0.00
H -1.85303 0.91077 -1.56491  0.00
H -1.45801 -0.79229 -0.98932  0.00
C 0.64671 -0.40701 0.61078  0.55
C 0.05411 -1.19180 1.63709  -0.09
H 0.86573 -0.21408 -2.13124  0.00
H -0.17465 2.29694 1.00527  0.00
H -0.99817 -0.95620 1.72024  -0.01
N 0.60136 -2.06833 2.40589  0.47

***

(3)
C4H8O2 as an isolated structure. Source: OMol25; level of theory: ωB97M-V/def2-TZVPD.

Values from the calculation:
**LUMO energy (alpha / beta)**: 0.014 / 0.014 hartree
**Highest occupied orbital energy (alpha / beta)**: -7.553 / -7.553 eV
**HOMO-LUMO gap (alpha / beta)**: 7.93 / 7.93 eV
**Energy above the lowest of the compared OMol25 structures with the same formula, charge and spin**: 5.422 eV
**Strongest force on any atom**: 0.03797 Eh/bohr

Each line ends with the Mulliken charge.
Element x y z (Å)
H 1.06912 -0.58293 2.55838  0.34
O -1.00995 -0.47970 -0.49454  -0.49
C 0.51405 -0.97201 1.70468  -0.95
H 0.71748 1.24728 -2.94416  0.26
H 0.29948 0.85170 0.18810  0.10
C -0.11846 0.79256 -1.06388  -0.02
H 1.22810 -0.38489 -2.23277  0.24
H -0.76886 1.66267 -1.07262  0.30
C 0.65312 0.52532 -2.14294  -0.78
H 1.18653 -1.32455 0.92687  0.27
H -1.95354 -0.25311 -0.47885  0.32
C -0.41989 0.08624 1.21392  0.64
O -1.30672 0.64141 1.77706  -0.51
H -0.09048 -1.80998 2.06075  0.29

***

(4)
C41H29BrN6OP2PdSe2 as an isolated structure. Source: OMol25; level of theory: ωB97M-V/def2-TZVPD.

Values from the calculation:
**LUMO energy**: -0.009 hartree
**Highest occupied orbital energy**: -7.544 eV
**HOMO-LUMO gap**: 7.30 eV
**Energy above the lowest of the compared OMol25 structures with the same formula, charge and spin**: 0.000 eV
**Strongest force on any atom**: 0.00567 Eh/bohr

Each line ends with the Mulliken charge.
Element x y z (Å)
H 1.54034 -2.75267 0.94025  0.43
C 2.31818 -2.21743 5.86268  -0.32
C 4.34334 -4.69779 2.75037  -0.76
N 1.95874 0.85995 1.66467  0.38
C 2.87202 0.11497 5.56671  -0.19
C 6.16528 -1.49056 6.11928  -0.86
H 2.82286 -0.70974 8.84652  0.44
H 4.20425 -6.09566 1.13344  0.41
O -2.03472 0.56107 1.60101  -0.75
H 3.03873 0.96463 4.91638  0.40
H 5.21870 -3.12326 -1.04986  0.44
C 6.25944 -0.39318 6.95985  -0.46
C -4.60069 2.76800 0.27061  -0.37
H 2.03485 -3.17646 5.44622  0.48
C -4.00770 1.71459 0.97661  -0.83
C -1.59301 4.31436 -1.30595  -0.51
C -4.74317 5.83712 1.48080  -0.01
C 7.80349 -3.01335 1.13442  -0.79
N 3.89415 1.67726 1.21162  -0.75
C 2.33799 -3.29163 1.43693  -0.72
C -1.85449 2.45203 0.19937  -0.03
H 5.98557 -2.16237 4.09328  0.72
C 2.42545 -2.06636 7.23505  -0.85
C 2.82518 -4.46991 0.89858  -0.83
C -7.01730 5.41946 0.81064  -0.33
H 2.41711 -4.84370 -0.03128  0.44
H -7.73601 5.21885 0.02644  0.43
N -4.41827 4.67930 -1.29540  -0.27
H -8.47728 5.45746 2.38578  0.41
H 3.21931 1.22452 7.36115  0.45
H 0.43466 4.69297 -1.86210  0.41
C -2.63480 1.53898 0.96721  0.97
P 5.85936 0.30961 2.43101  0.10
C 7.00939 -3.45501 0.08309  -0.52
H 8.73185 -3.51962 1.36526  0.42
C 2.55298 -1.12662 5.02690  0.49
C 2.85662 -2.81005 2.63832  0.67
H 6.37932 -0.53696 8.02626  0.43
C 6.20989 0.89138 6.43226  -0.91
C 2.74786 -0.82779 7.77322  -0.52
C -5.15564 6.00035 2.79212  -0.56
C -3.85281 3.65802 -0.46281  0.05
C -6.49704 5.84562 3.10564  0.08
H 6.21424 -2.49338 6.52479  0.44
H 1.33692 2.85010 -0.43827  0.64
C -2.44886 3.48576 -0.54278  0.90
C 5.43631 -1.69231 0.52723  -0.19
C 3.82662 -5.17313 1.55530  -0.56
Se 7.14721 1.85425 1.85664  -0.35
H 6.29589 1.75054 7.08524  0.47
N -0.49489 2.25952 0.22096  -0.67
H -2.01978 5.11175 -1.89972  0.51
H 2.24369 -2.91234 7.88469  0.44
C -5.67203 5.52474 0.49536  0.09
C 0.27506 3.04558 -0.49451  -0.29
C 6.02264 -1.30492 4.75024  -0.07
H 8.06550 -1.53143 2.65921  0.45
C 7.42242 -1.90491 1.87118  -0.17
H 7.31689 -4.31097 -0.50426  0.43
Pd -0.06067 0.72005 1.55639  0.87
H 4.52199 -1.17001 0.27442  0.33
C 2.85422 0.11290 2.36469  0.07
C 5.83235 -2.79066 -0.22292  -0.67
C 3.85839 -3.51766 3.29454  -0.17
Br -7.06274 6.05364 4.90123  -0.18
C 5.96946 -0.02247 4.21656  0.35
N 2.61098 1.78655 0.99703  -0.64
C -7.43275 5.55852 2.12639  -0.41
H 5.12359 -5.24497 3.26306  0.44
N -5.28551 5.46428 -0.89046  -0.63
C 4.11029 0.64719 2.05362  0.46
H 4.24698 -3.16009 4.23728  0.59
P 2.17875 -1.26202 3.27695  0.65
C -0.24852 4.08687 -1.28442  -0.90
C 6.22711 -1.24746 1.58082  0.45
Se 0.03145 -1.22107 3.02850  -0.38
H -4.61569 1.02039 1.54061  0.44
H -3.69837 5.94788 1.22035  0.41
H -4.44064 6.24143 3.56623  0.41
H -5.67677 2.87581 0.29998  0.45
C 6.06960 1.07773 5.06780  -0.59
C 2.96854 0.25978 6.94131  -0.77
H 6.07212 2.07528 4.64529  0.41